{
  "formula": "C5H8N2O",
  "method": "ωB97M-V with the def2-TZVPD basis set",
  "symbols": ["C", "C", "C", "C", "C", "N", "O", "N", "H", "H", "H", "H", "H", "H", "H", "H"],
  "positions_angstrom": [[-0.37305, 2.09931, 0.20440], [-0.62848, 0.66538, 0.71900], [-1.38750, 0.04247, -0.25177], [-0.77452, -1.06625, -0.70408], [0.50178, -1.17751, -0.03992], [1.43024, -2.17618, -0.18803], [2.79832, -1.63007, 0.05627], [0.70222, -0.26634, 0.76245], [0.05742, 1.88314, -0.92480], [0.26363, 2.60995, 0.86701], [-1.37574, 2.65602, 0.02324], [-1.15338, 0.57942, 1.74252], [-2.27432, 0.51148, -0.56587], [-1.51130, -1.60382, -1.38449], [1.43511, -2.26569, -1.12519], [2.28955, -0.86132, 0.80924]],
  "forces_ev_per_a": [[-1.09, -1.29, -3.13], [3.10, 0.73, 3.23], [-0.09, -2.73, -1.40], [-4.32, -0.05, -2.00], [-1.11, -1.72, -0.67], [1.58, 0.31, 1.86], [-4.03, 2.20, 3.27], [-1.08, 4.84, 2.79], [-0.60, 1.07, 2.94], [0.93, 0.99, 0.35], [1.69, -0.92, 0.60], [1.10, 0.37, -1.27], [-1.22, -0.07, -0.56], [2.24, -0.33, 0.47], [0.38, -1.52, -4.15], [2.51, -1.87, -2.32]],
  "homo_energy_ha": -0.3435,
  "fmax_ha_per_bohr": 0.111,
  "orbital_gap_ev": 9.999,
  "lumo_ev": 0.651,
  "de_lowest_ev": 5.1733,
  "total_charge": 0,
  "spin_multiplicity": 1
}

{
  "formula": "C5H8N2O",
  "method": "ωB97M-V with the def2-TZVPD basis set",
  "symbols": ["H", "N", "C", "C", "N", "C", "C", "C", "O", "H", "H", "H", "H", "H", "H", "H"],
  "positions_angstrom": [[2.23489, 0.14357, 1.87386], [1.46630, 0.45829, 1.25570], [1.02126, -0.36292, 0.36852], [2.03273, -1.23311, -0.34121], [-0.25954, 0.04578, 0.01467], [-1.02197, 0.78678, 1.05700], [-2.13328, 1.49940, 1.00329], [-0.86854, -0.18290, -1.23345], [-0.47015, -0.85575, -2.13192], [2.18780, -0.73024, -1.24078], [2.97295, -1.37871, 0.24638], [1.44506, -2.20800, -0.48169], [-0.69048, 0.25893, 2.00843], [-2.62392, 1.92245, 1.86806], [-2.56385, 1.84924, 0.04478], [-1.82981, 0.41673, -1.28115]],
  "forces_ev_per_a": [[0.01, 0.13, -1.39], [-0.13, -0.68, 2.01], [2.81, 3.04, 1.84], [-2.80, -2.88, 1.56], [-2.18, 0.11, -1.58], [0.99, -3.42, 1.34], [-0.05, 0.94, -1.79], [-1.09, 1.41, 1.26], [0.63, -0.49, -0.34], [0.53, 0.31, -1.79], [-1.10, 0.30, -0.42], [1.53, 0.91, -0.47], [-0.48, 1.66, -1.01], [0.19, -0.47, 0.25], [0.41, -0.14, 0.62], [0.73, -0.72, -0.10]],
  "homo_energy_ha": -0.3293,
  "fmax_ha_per_bohr": 0.088,
  "orbital_gap_ev": 9.827,
  "lumo_ev": 0.867,
  "de_lowest_ev": 2.5103,
  "total_charge": 0,
  "spin_multiplicity": 1
}

{
  "formula": "C5H8N2O",
  "method": "ωB97M-V with the def2-TZVPD basis set",
  "symbols": ["C", "C", "C", "C", "N", "H", "H", "H", "H", "H", "H", "H", "O", "C", "N", "H"],
  "positions_angstrom": [[-0.65374, -0.14569, 1.60727], [-0.41637, -0.63390, 0.19692], [0.89739, 0.25008, -0.70045], [-0.59773, -1.94417, -0.10072], [1.87601, 0.93884, -0.10618], [1.95487, 0.72237, 0.88927], [1.14775, -0.49797, -1.46802], [-0.44456, 0.91889, 1.70016], [-1.69213, -0.31491, 1.89749], [-0.02243, -0.68538, 2.31852], [-0.95849, -2.64900, 0.63913], [-0.41328, -2.33127, -1.09581], [-0.05530, 2.26388, -1.86251], [-0.23461, 1.09625, -1.25290], [-1.28144, 0.53849, -0.82634], [0.89405, 2.47350, -1.83583]],
  "forces_ev_per_a": [[0.22, -0.09, -0.09], [0.78, 3.89, -1.24], [-2.43, -2.00, -0.06], [-0.17, -1.72, -0.53], [0.65, 1.01, 0.92], [0.40, -0.29, -0.18], [0.30, 0.08, 0.27], [-0.04, 0.02, -0.01], [0.02, 0.05, -0.09], [0.02, 0.00, -0.06], [-0.01, 0.05, 0.00], [-0.03, 0.03, 0.04], [-0.20, 0.03, -0.37], [0.53, -0.31, 0.98], [0.15, -0.63, 0.37], [-0.19, -0.12, 0.04]],
  "homo_energy_ha": [-0.3334, -0.2924],
  "fmax_ha_per_bohr": 0.081,
  "orbital_gap_ev": [8.342, 6.747],
  "lumo_ev": [-0.730, -1.209],
  "de_lowest_ev": 5.9083,
  "total_charge": 0,
  "spin_multiplicity": 1
}

{
  "formula": "C5H8N2O",
  "method": "ωB97M-V with the def2-TZVPD basis set",
  "symbols": ["C", "N", "N", "C", "C", "C", "C", "O", "H", "H", "H", "H", "H", "H", "H", "H"],
  "positions_angstrom": [[-2.67633, 0.38678, 0.62492], [-1.98570, -0.02878, -0.58314], [-0.96595, -0.95456, -0.21200], [0.15694, -0.38683, -0.06428], [0.56380, 1.08953, -0.24099], [2.05322, 0.97885, 0.00055], [2.40320, -0.29566, 0.23147], [1.28889, -1.12528, 0.13333], [-1.98715, 0.99764, 1.22648], [-3.49631, 1.04596, 0.36189], [-3.03702, -0.46866, 1.23445], [-2.66229, -0.46744, -1.20116], [0.36170, 1.42004, -1.28707], [0.03805, 1.76212, 0.46353], [2.78648, 1.75456, -0.08381], [3.34200, -0.79464, 0.47506]],
  "forces_ev_per_a": [[0.09, 0.13, 0.49], [-0.03, 0.72, 0.28], [0.55, -0.46, -0.37], [0.10, 0.93, -0.95], [0.30, -0.38, -0.23], [0.70, -0.84, 0.24], [-1.40, 1.02, -0.38], [-0.06, -0.91, 0.76], [-0.20, -0.29, 0.01], [-0.28, -0.04, -0.09], [0.14, 0.43, -0.22], [0.45, -0.48, 0.22], [-0.17, -0.21, 0.77], [0.27, -0.32, -0.43], [-0.01, 0.44, 0.14], [-0.45, 0.24, -0.25]],
  "homo_energy_ha": -0.3101,
  "fmax_ha_per_bohr": 0.035,
  "orbital_gap_ev": 9.464,
  "lumo_ev": 1.025,
  "de_lowest_ev": 2.5182,
  "total_charge": 0,
  "spin_multiplicity": 1
}